# 1
{
  "formula": "C11H8ClNO4Tl",
  "method": "wB97M-V/def2-TZVPD",
  "multiplicity": 1,
  "homo_energy_ev": [-18.541, -18.379],
  "homo_lumo_gap_ev": [3.8, 3.9],
  "total_energy_ev": -38394.909,
  "total_charge": 3,
  "symbols": ["Tl", "C", "O", "C", "O", "C", "O", "C", "O", "C", "H", "H", "C", "H", "H", "Cl", "C", "C", "C", "C", "N", "C", "H", "H", "H", "H"],
  "positions_angstrom": [[0.011166, -0.069863, -0.708543], [0.340062, 1.347847, 1.908800], [0.627102, 2.168046, 2.656644], [-0.774424, -1.709812, 1.463914], [-1.031267, -2.182970, 2.485380], [2.138742, -1.041315, -0.101608], [3.194178, -1.243066, 0.272734], [-2.188897, 0.798937, -0.433201], [-3.191026, 1.270171, -0.182846], [-0.924143, -2.977722, -4.248155], [-1.603310, -2.193268, -4.639775], [0.147852, -2.878858, -4.515513], [-1.343835, -3.891047, -3.374560], [-0.639195, -4.589928, -2.879115], [-2.389066, -3.904455, -3.003673], [4.127637, 2.927100, 1.513197], [2.722084, 3.226307, 0.585555], [1.948979, 4.384448, 0.760862], [0.695543, 4.473789, 0.143835], [0.258203, 3.346544, -0.547174], [1.057740, 2.327687, -0.775039], [2.248003, 2.180417, -0.218884], [2.320183, 5.147995, 1.424716], [0.047240, 5.361934, 0.144505], [-0.762494, 3.266124, -1.010891], [2.768128, 1.221117, -0.418185]],
  "atomic_forces_ev_per_a": [[-0.06, -0.56, -2.16], [0.71, 2.23, 2.43], [-0.86, -2.40, -2.06], [-1.09, -2.00, 4.35], [0.99, 1.81, -4.04], [4.72, -1.80, 2.10], [-2.24, 0.47, -0.95], [-4.95, 2.13, 1.36], [2.08, -0.98, -0.64], [1.69, 3.77, -3.01], [0.38, -0.70, 0.06], [-0.76, -0.25, -0.02], [-1.53, -3.25, 3.67], [-0.50, 0.30, -0.53], [0.62, -0.15, -0.45], [-1.00, 0.57, -0.92], [1.61, -0.67, 1.83], [-1.29, 0.82, -0.32], [0.82, 0.84, 0.24], [-1.02, 0.87, -0.97], [1.01, -2.08, -0.21], [-0.97, -0.46, -1.13], [0.04, 0.32, 0.00], [0.49, -0.36, 0.50], [0.98, 0.30, 0.74], [0.13, 1.23, 0.12]]
}

---

# 2
{
  "formula": "C11H8GdNO5",
  "method": "wB97M-V/def2-TZVPD",
  "multiplicity": 8,
  "homo_energy_ev": [-14.375, -15.261],
  "homo_lumo_gap_ev": [5.5, 5.8],
  "total_energy_ev": -44074.183,
  "total_charge": 2,
  "symbols": ["O", "C", "Gd", "C", "O", "C", "O", "C", "O", "C", "O", "H", "N", "C", "C", "C", "C", "C", "C", "H", "H", "H", "H", "H", "H", "H"],
  "positions_angstrom": [[-5.742653, 0.323442, -2.999868], [-4.624410, 0.068228, -2.809242], [-2.423632, -0.680043, -2.636747], [-0.096277, -0.371775, -2.107066], [1.058084, -0.402206, -1.976830], [-2.260722, 1.611373, -0.713465], [-1.595609, 1.504255, 0.342127], [-2.915872, -1.170989, -0.347009], [-3.210691, -1.508388, 0.722321], [-1.610571, 1.642402, -2.065133], [-1.212708, 2.646327, -2.596774], [-3.338841, 1.873885, -0.677398], [-0.247819, -0.827665, 1.191793], [1.076256, -0.604081, 1.190914], [1.603158, 0.673268, 0.819322], [2.965514, 0.947829, 0.927082], [3.858556, -0.019724, 1.394512], [3.379217, -1.289264, 1.710911], [2.011599, -1.594850, 1.604982], [-0.870187, -0.033139, 1.033335], [-0.616681, -1.736867, 1.439616], [0.895643, 1.436026, 0.466169], [3.311141, 1.951642, 0.663302], [4.910231, 0.220330, 1.496951], [4.060828, -2.060028, 2.072472], [1.636445, -2.599987, 1.853725]],
  "atomic_forces_ev_per_a": [[4.80, -0.99, 0.69], [-6.91, 1.68, -0.51], [1.64, -0.96, -2.02], [5.62, -0.61, 0.68], [-4.30, 0.40, -0.47], [1.97, 2.14, 2.88], [-1.73, -0.58, -2.55], [-2.04, -1.38, 4.52], [1.24, 1.06, -3.54], [-0.61, 1.07, -0.65], [-0.16, -1.28, 0.44], [0.00, -0.56, -0.05], [0.96, 0.20, -0.14], [0.19, 0.14, 0.24], [0.58, 0.91, -0.07], [-1.59, 0.65, -0.35], [0.01, 0.11, -0.09], [-1.52, -1.25, 0.23], [1.25, -0.65, 0.26], [0.11, -0.25, 0.15], [0.04, 0.17, 0.20], [0.45, -0.27, 0.23], [-0.06, -0.44, 0.08], [-0.06, -0.07, 0.01], [-0.21, 0.22, -0.15], [0.33, 0.53, -0.03]]
}

---

# 3
{
  "formula": "C11H8MnNO5",
  "method": "wB97M-V/def2-TZVPD",
  "multiplicity": 4,
  "homo_energy_ev": [-19.731, -19.710],
  "homo_lumo_gap_ev": [7.8, 3.5],
  "total_energy_ev": -54545.847,
  "total_charge": 3,
  "symbols": ["O", "C", "Mn", "C", "O", "C", "O", "C", "O", "C", "O", "H", "N", "C", "C", "C", "C", "C", "C", "H", "H", "H", "H", "H", "H", "H"],
  "positions_angstrom": [[-0.061377, 4.401033, -1.492097], [-0.088584, 3.328050, -1.886497], [-0.001617, -0.311219, -3.796135], [-0.006817, -1.720314, -2.572209], [-0.007399, -2.738047, -1.994225], [-0.097383, -1.624853, -5.196648], [-0.093283, -1.644468, -6.358111], [1.732770, -0.155701, -3.064257], [2.718506, 0.172426, -2.520500], [-1.739736, -0.109053, -3.009714], [-2.865359, 0.128263, -2.814437], [0.070593, 1.484198, -3.964455], [0.160295, -0.481720, 0.515553], [0.064487, -0.173245, 1.836378], [-1.108484, -0.480357, 2.547085], [-1.171881, -0.321338, 3.940712], [-0.018245, 0.095216, 4.649778], [1.119843, 0.480978, 3.936134], [1.185211, 0.328051, 2.548280], [-0.661251, -0.755568, -0.000414], [0.942660, -0.173122, -0.042599], [-2.003409, -0.803541, 2.003513], [-2.078568, -0.587868, 4.486463], [-0.062302, 0.190174, 5.755260], [1.999777, 0.835689, 4.490301], [2.071554, 0.636324, 2.002839]],
  "atomic_forces_ev_per_a": [[-0.07, -2.66, -1.05], [0.07, 2.73, 1.17], [-0.08, 0.57, 0.89], [0.07, -5.32, 1.50], [-0.02, 4.44, -1.80], [0.11, 0.24, -6.15], [-0.10, -0.73, 5.03], [5.42, 3.33, 1.91], [-4.49, -2.04, -2.32], [-6.00, 2.68, -0.39], [5.08, -1.41, -0.34], [-0.04, -1.96, 0.89], [-0.38, 1.09, 1.73], [0.74, -0.89, -1.94], [-1.26, -0.16, -0.93], [0.85, 0.03, 1.64], [-0.83, 0.27, 0.52], [0.23, -0.17, 1.73], [0.25, 0.35, -1.14], [-0.27, -0.29, 0.03], [0.43, -0.01, 0.04], [0.26, -0.02, 0.20], [0.08, 0.13, -0.16], [0.13, -0.12, -0.84], [-0.32, -0.01, -0.31], [0.11, -0.08, 0.07]]
}

---

# 4
{
  "formula": "C11H8N3O3",
  "method": "wB97M-V/def2-TZVPD",
  "multiplicity": 1,
  "homo_energy_ev": -3.071,
  "homo_lumo_gap_ev": 5.3,
  "total_energy_ev": -22146.623,
  "total_charge": -1,
  "symbols": ["N", "O", "O", "C", "O", "C", "C", "C", "C", "C", "C", "C", "N", "C", "N", "C", "C", "H", "H", "H", "H", "H", "H", "H", "H"],
  "positions_angstrom": [[-0.390509, 0.173335, 3.917467], [0.322049, -0.839568, 3.985162], [-1.308958, 0.470616, 4.693707], [-0.724158, -3.096494, -3.021026], [-1.479944, -1.892222, -2.714080], [-0.995406, -1.070097, -1.742758], [-1.737534, 0.111170, -1.512134], [-1.348094, 1.002626, -0.536208], [-0.199351, 0.776819, 0.259180], [0.186844, 1.711956, 1.301474], [1.477412, 2.172630, 1.370228], [1.863070, 3.199473, 2.293510], [2.183329, 4.031587, 3.047270], [2.497522, 1.828662, 0.431773], [3.363770, 1.566019, -0.331711], [0.584932, -0.357882, -0.046301], [0.171204, -1.312043, -0.975292], [-1.225762, -3.631168, -3.838316], [0.287808, -2.807892, -3.337552], [-0.695357, -3.732465, -2.125129], [-2.623918, 0.277402, -2.107461], [-1.911617, 1.919333, -0.376184], [-0.548494, 2.220136, 1.916255], [1.500128, -0.491682, 0.530113], [0.751033, -2.230250, -1.081989]],
  "atomic_forces_ev_per_a": [[0.51, 1.70, -2.28], [-0.90, -0.23, 1.23], [0.44, -1.32, 0.64], [-0.24, 0.83, 0.48], [0.31, -0.87, -0.37], [0.52, 0.38, 0.75], [0.47, -0.64, -0.15], [0.39, -0.02, 0.68], [-0.33, -0.96, -1.08], [1.26, 0.81, -0.23], [-0.74, 0.18, 0.12], [0.43, 1.32, 1.60], [-0.55, -1.41, -1.41], [2.82, -1.09, -2.38], [-2.71, 0.88, 2.35], [-0.54, 0.43, 0.61], [-0.48, 0.26, -0.49], [-0.03, 0.42, 0.32], [-0.17, -0.22, 0.13], [0.14, 0.06, -0.29], [-0.01, 0.06, -0.05], [-0.08, -0.23, 0.02], [-0.01, -0.39, 0.04], [-0.33, -0.31, -0.14], [-0.16, 0.37, -0.10]]
}

---

The following F_max values (in Eh/bohr) correspond, in order, to the records above: 0.1081, 0.1387, 0.1292, 0.0749.